Record 1
Entry from the Open Molecules 2025 dataset: C12H35AlO11P3 as an isolated structure in a non-equilibrium geometry (ωB97M-V/def2-TZVPD).

The geometry in ORCA input format:
```
! RIJCOSX wB97M-V def2-TZVPD def2/J DEFGRID3
* xyz -1 1
C -3.1618 -2.0981 2.9013
C -2.0085 -2.4477 1.7909
O -2.4978 -2.6573 0.4208
P -3.7817 -1.5644 -0.0088
O -3.8948 -1.6281 -1.6164
C -3.4708 0.2694 0.4217
C -1.8929 0.7044 0.5254
Al -1.8066 2.7916 0.4341
O -5.3784 -2.0956 0.5611
C -6.3890 -1.0836 0.2109
C -6.8934 -0.1520 1.4629
H -3.4122 -0.9502 2.9335
H -4.0825 -2.7957 2.7151
H -2.7143 -2.4273 3.9580
H -1.0983 -1.6776 1.7973
H -1.5236 -3.4844 2.1304
H -4.1113 0.6011 1.3730
H -3.9300 0.9060 -0.4779
H -1.5523 0.4495 1.6404
H -1.2039 0.1862 -0.2689
H -0.4915 3.2533 -0.3274
H -3.1468 3.4367 -0.1210
H -1.6443 3.3269 1.9479
H -7.3384 -1.6780 -0.1812
H -6.0515 -0.4052 -0.7105
H -7.8230 -0.5969 2.0476
H -7.2449 0.8813 0.9878
H -6.0730 0.0849 2.2679
C 4.5323 -1.3226 2.4860
O 3.1267 -1.4743 2.5249
P 2.4821 -2.4326 1.2368
O 1.0594 -2.0940 1.6908
O 2.9837 -3.8123 1.9860
C 2.5842 -4.0469 3.3299
O 1.8375 -3.3910 -0.0512
C 2.7150 -3.4978 -1.1518
H 4.8521 -0.7751 3.3783
H 5.0284 -2.2988 2.4795
H 4.8187 -0.7560 1.5969
H 1.7263 -3.4479 3.6310
H 3.4353 -3.8316 3.9876
H 2.3253 -5.1009 3.4323
H 3.6690 -3.9332 -0.8390
H 2.8775 -2.5068 -1.5850
H 2.2551 -4.1395 -1.9108
C 2.4999 5.2386 -1.7873
O 3.3756 4.1340 -1.6717
P 3.0481 2.8513 -2.7854
O 4.1022 1.9790 -2.0979
O 3.7533 3.7050 -4.0063
C 5.0790 4.1865 -3.8295
O 2.7207 1.5687 -3.8993
C 1.4123 1.6170 -4.4272
H 2.8342 6.0258 -1.1040
H 2.5084 5.6360 -2.8077
H 1.4857 4.9365 -1.5161
H 5.6160 3.6756 -3.0319
H 5.0322 5.2612 -3.6150
H 5.6240 4.0430 -4.7627
H 1.2404 2.5706 -4.9356
H 0.6884 1.4861 -3.6178
H 1.2882 0.7971 -5.1426
*
```

Computed properties:
Kohn-Sham gap ... 4.253 eV
Maximum force ... 10.68 eV/Å
E_tot ... -69990.6433 eV



Record 2
Entry from the Open Molecules 2025 dataset: a 5-piece molecular cluster, C12H35F2N3O9S2 overall in a non-equilibrium geometry (ωB97M-V/def2-TZVPD).

The geometry in ORCA input format:
```
! RIJCOSX wB97M-V def2-TZVPD def2/J DEFGRID3
* xyz 0 1
O -1.4848 0.4215 1.1768
H -1.3998 -0.4611 0.9221
H 0.3593 0.6896 0.8653
H -2.3646 0.8234 0.9581
N -2.2658 0.2842 -1.8035
S -1.8966 -0.1473 -3.3727
O -2.2951 0.8340 -4.3164
O -2.0954 -1.5731 -3.5662
F -0.2118 0.0173 -3.2360
S -3.7316 0.8546 -1.4194
O -3.6709 1.5276 -0.1877
O -4.7598 -0.0074 -1.6537
F -3.9619 1.9808 -2.5339
C -1.8457 -3.7507 3.6960
C -0.4371 -3.3988 3.0829
C -0.4519 -3.7665 1.6046
O -1.2073 -2.8436 0.9056
C -1.4590 -3.3256 -0.3753
N -0.0021 -2.0465 3.1815
H -2.2219 -4.7431 3.3546
H -2.6299 -3.0130 3.5386
H -1.7550 -3.8349 4.7519
H 0.2548 -4.0686 3.5586
H -0.7870 -4.8040 1.4738
H 0.5463 -3.7420 1.2364
H -1.7913 -2.4286 -0.9308
H -2.1735 -4.0885 -0.4002
H -0.5786 -3.7040 -0.8511
H -0.6942 -1.4275 2.7303
H 0.1113 -1.6675 4.1022
C -0.3231 3.5478 -3.5686
C -1.2945 3.9445 -2.4058
O -1.1422 3.1267 -1.1934
H -0.5978 4.1059 -4.5021
H -0.3425 2.4629 -3.8311
H 0.6831 3.8511 -3.3408
H -2.3317 3.9514 -2.7137
H -1.1942 4.9666 -1.9940
H -1.6431 2.3439 -1.3501
C 1.8809 3.2540 2.8022
O 2.3156 2.5385 1.6993
C 1.6330 3.0285 0.5017
C 1.5323 1.8233 -0.4636
N 1.2187 0.5753 0.3375
C 1.0944 -0.6774 -0.5100
C 2.4626 -1.1918 -0.8508
O 3.3596 -1.2332 0.2263
C 4.7349 -1.5034 -0.0679
H 1.7761 4.3138 2.5925
H 2.6039 3.1535 3.6334
H 0.9725 2.7785 3.1240
H 2.2797 3.8491 0.1776
H 0.6009 3.3586 0.8087
H 2.5131 1.6563 -0.9219
H 0.7193 1.9244 -1.1908
H 1.9627 0.5174 1.0386
H 0.5911 -0.3919 -1.4626
H 0.4671 -1.3871 0.1267
H 2.9109 -0.5070 -1.5568
H 2.2821 -2.1630 -1.2647
H 5.0802 -0.6476 -0.6914
H 4.8312 -2.4708 -0.5633
H 5.2641 -1.4895 0.8827
*
```

Computed properties:
Kohn-Sham gap ... 9.933 eV
Maximum force ... 5.15 eV/Å
E_tot ... -63011.8710 eV



Record 3
Entry from the Open Molecules 2025 dataset: C12H36AsF6N2O6 as an isolated structure in a non-equilibrium geometry (ωB97M-V/def2-TZVPD).

The geometry in ORCA input format:
```
! RIJCOSX wB97M-V def2-TZVPD def2/J DEFGRID3
* xyz -1 1
As 0.7692 -0.9910 3.5391
F 1.0996 -2.6065 2.8238
F 1.4529 -1.5454 5.1239
F 0.5077 0.6161 4.2808
F 0.2558 -0.3170 1.9669
F -0.9199 -1.4234 4.0276
F 2.3691 -0.3846 3.0287
C -4.3479 1.7112 3.5895
O -5.3799 0.7435 3.6353
H -3.7898 1.4809 4.4970
H -3.8566 1.4934 2.6412
H -4.5705 2.7781 3.6023
H -4.9717 -0.0187 4.0525
C -0.9005 -6.2136 5.2233
O -1.4842 -5.2666 6.2171
H 0.1415 -6.4634 5.4234
H -1.5961 -7.0439 5.3451
H -0.9445 -5.8105 4.2115
H -1.0987 -4.3925 6.1229
C 3.0076 4.9187 2.3016
O 3.2395 6.0452 1.9155
N 2.2491 4.5122 3.2559
N 3.4225 3.8537 1.6337
H 1.8643 5.1459 3.9418
H 1.9564 3.5737 3.4875
H 4.0167 3.8700 0.8172
H 3.1924 2.9563 2.0360
C 4.0168 -2.3476 -2.0150
C 4.6504 -0.9591 -1.9023
C 5.9476 -1.0921 -1.0928
O 5.0175 -0.4667 -3.1940
H 4.5511 -3.0359 -2.6699
H 2.9886 -2.2676 -2.3679
H 3.9909 -2.8018 -1.0244
H 4.0441 -0.2334 -1.3602
H 6.4664 -0.1976 -0.7480
H 6.8111 -1.3773 -1.6937
H 5.9003 -1.7266 -0.2077
H 4.1770 -0.2192 -3.5865
C -2.4068 3.4702 -5.0312
C -1.1255 3.8179 -4.2398
C -1.3958 4.8036 -3.1012
O -0.5774 2.6383 -3.6218
H -2.8873 2.6817 -4.4519
H -2.1468 3.0006 -5.9799
H -3.0551 4.3424 -5.1154
H -0.3156 4.1476 -4.8905
H -1.7579 5.7851 -3.4072
H -0.6646 4.9089 -2.2998
H -2.2538 4.3244 -2.6296
H -0.1881 2.7073 -2.7470
C -2.0590 -3.6222 -2.5076
C -3.2111 -2.6302 -2.9402
C -3.9267 -1.9686 -1.7336
O -2.6325 -1.6188 -3.7042
H -1.3509 -3.8769 -3.2962
H -2.5035 -4.5751 -2.2206
H -1.6114 -3.1670 -1.6241
H -3.8039 -3.1845 -3.6679
H -4.7665 -1.3594 -2.0679
H -3.1981 -1.2472 -1.3638
H -4.3807 -2.7342 -1.1044
H -2.0268 -1.1410 -3.1329
*
```

Computed properties:
Kohn-Sham gap ... 9.964 eV
Maximum force ... 6.77 eV/Å
E_tot ... -105440.5248 eV



Record 4
Entry from the Open Molecules 2025 dataset: C12H36BaNO9 as an isolated structure in a non-equilibrium geometry (ωB97M-V/def2-TZVPD).

The geometry in ORCA input format:
```
! RIJCOSX wB97M-V def2-TZVPD def2/J DEFGRID3
* xyz 1 1
Ba 0.4640 0.5674 0.3098
N -3.1419 0.0158 -1.2920
O -3.9649 -0.0082 -0.3574
O -1.9172 -0.2278 -1.0309
O -3.4543 0.3795 -2.4318
C -1.1069 3.8102 -2.9437
C -0.7200 2.3491 -2.9744
O 0.4193 2.0802 -2.1337
H -0.3247 4.4784 -3.3152
H -1.3229 4.1205 -1.9193
H -2.0068 3.9829 -3.5353
H -0.4665 2.0124 -3.9870
H -1.5821 1.7477 -2.6818
H 1.1548 2.5962 -2.4813
C 1.4847 -4.1327 0.0171
C 0.4978 -3.2240 0.7543
O 0.1051 -2.1019 -0.0560
H 0.9617 -4.7453 -0.7152
H 1.9850 -4.7690 0.7492
H 2.2540 -3.5316 -0.4687
H 0.9642 -2.8429 1.6613
H -0.3722 -3.8094 1.0616
H -0.3968 -2.5050 -0.7800
C -2.2497 -1.7200 3.5479
C -2.1086 -0.8672 2.2974
O -1.0989 0.1491 2.5559
H -3.0227 -2.4779 3.3972
H -2.5146 -1.1422 4.4337
H -1.3408 -2.2848 3.7700
H -3.0324 -0.3424 2.0612
H -1.8207 -1.4667 1.4402
H -1.2235 0.5718 3.4081
C 2.5722 -0.1858 -3.8456
C 1.8950 -0.9449 -2.7060
O 2.3465 -0.5078 -1.4209
H 2.3704 -0.6078 -4.8316
H 3.6575 -0.0971 -3.7691
H 2.1691 0.8305 -3.9117
H 2.1341 -2.0020 -2.8661
H 0.8166 -0.8160 -2.7765
H 3.2854 -0.7287 -1.3893
C 3.9471 -2.0085 2.3058
C 3.4390 -0.6334 1.9888
O 2.0198 -0.4968 2.2733
H 3.4395 -2.7832 1.7316
H 3.8599 -2.2587 3.3665
H 5.0139 -2.0383 2.0719
H 3.6288 -0.4364 0.9321
H 3.9321 0.1329 2.5915
H 1.8912 -0.9318 3.1252
C -3.2323 3.7354 1.4278
C -2.4846 2.7904 0.5019
O -1.0579 2.8636 0.6901
H -4.3056 3.5580 1.3402
H -3.0400 4.8005 1.2984
H -3.0192 3.4967 2.4764
H -2.7507 3.0523 -0.5243
H -2.8044 1.7706 0.7034
H -0.8250 3.7839 0.8548
*
```

Computed properties:
Kohn-Sham gap ... 8.164 eV
Maximum force ... 1.59 eV/Å
E_tot ... -33632.7328 eV
Energy relative to the best compared isomer or geometry (same formula, charge and spin) ... 32.8 kJ/mol